No. 1
This record from OMol25 describes one molecule with the formula C5H7NO. The level of theory is ωB97M-V with the def2-TZVPD basis set.

The geometry in XYZ format:
```
14
Properties=species:S:1:pos:R:3:forces:R:3
O 0.4832 1.0294 0.9595 -0.0747 -0.4369 0.3971
N 0.5078 -1.1297 -0.0925 -0.0677 -0.5399 -0.2362
C -0.1230 -0.1292 -1.0095 -0.1265 -0.0272 -0.1942
C 1.9172 -0.7653 -0.2453 0.2188 -0.1670 -0.0415
C -0.8882 0.5198 1.1062 -0.0389 0.3470 0.0479
C -1.3758 0.4463 -0.3498 -0.0585 -0.0236 0.0048
C 0.9289 0.3060 -0.1189 -0.0974 -0.2943 0.0726
H 2.5118 -0.9412 0.6518 -0.1323 -0.1945 -0.1868
H 2.3928 -1.0617 -1.1827 0.1320 0.6197 0.0162
H -0.9350 -0.4924 1.5246 0.4823 0.4055 0.1090
H -2.2444 -0.1811 -0.5557 -0.0727 0.1020 0.4164
H -1.3525 1.2091 1.7980 -0.3993 0.2440 -0.2426
H -1.5684 1.4700 -0.6895 0.0535 -0.2480 -0.3266
H -0.0696 -0.2726 -2.0894 0.1816 0.2133 0.1638
```
Positions in Å, forces in eV/Å.

HOMO-LUMO gap: 10.7 eV
ΔE to the lowest compared entry with this formula, charge and spin: 331.6 kJ/mol
LUMO: 1.2 eV
electronic energy: -8832.766 eV

---

No. 2
This record from OMol25 describes one molecule with the formula C5H7NO. The level of theory is ωB97M-V with the def2-TZVPD basis set.

The geometry in XYZ format:
```
14
Properties=species:S:1:pos:R:3:forces:R:3
O 0.6058 -1.3046 -2.2691 -0.0399 -0.1626 0.3628
N 0.7277 -1.0561 -0.0066 -0.1309 -0.0661 -0.0433
C 1.0202 0.3608 -0.0687 0.1760 0.1153 0.0261
C -1.9014 0.7675 1.8205 0.2432 0.1037 -0.3404
C 0.4682 -1.7522 -1.1467 0.0247 0.0590 -0.1058
C -0.2458 1.2173 -0.2232 0.0510 0.0064 -0.1267
C -1.1744 0.9998 0.8885 -0.2930 -0.0853 0.3829
H 1.5608 0.6480 0.8374 -0.0853 -0.0635 -0.0893
H 1.6785 0.5218 -0.9250 -0.1132 0.0272 0.0838
H 0.3788 -1.4261 0.8659 0.0613 -0.0194 -0.1539
H -2.5658 0.5833 2.6362 0.1252 0.0362 -0.1458
H 0.0373 2.2744 -0.2862 -0.0691 -0.1345 0.0634
H -0.7254 0.9556 -1.1725 -0.0006 0.0315 0.1346
H 0.1354 -2.7895 -0.9504 0.0507 0.1521 -0.0485
```
Positions in Å, forces in eV/Å.

HOMO-LUMO gap: 10.7 eV
ΔE to the lowest compared entry with this formula, charge and spin: 162.1 kJ/mol
LUMO: 0.9 eV
electronic energy: -8834.522 eV

---

No. 3
This record from OMol25 describes C5H7NO as an isolated structure. The level of theory is ωB97M-V with the def2-TZVPD basis set.

The geometry in XYZ format:
```
14
Properties=species:S:1:pos:R:3:forces:R:3
O -1.5800 1.5738 -0.5819 -0.1156 0.1735 0.0224
N 0.2316 -1.2268 0.9797 0.0331 0.2225 0.0898
C 1.5255 0.0422 -0.1653 0.0468 0.0806 -0.0904
C -0.7678 -0.6130 -0.6953 0.0095 0.1291 -0.0483
C 0.6098 0.0864 1.0503 0.0835 -0.0056 0.3586
C 0.5900 -1.1452 -0.4476 -0.0265 -0.2449 -0.2974
C -1.0949 0.4997 0.1347 -0.0569 -0.3108 0.0303
H -2.2015 2.0778 -0.0423 0.0697 -0.0450 -0.0774
H 0.6656 0.6462 1.9826 -0.0373 -0.0632 -0.1457
H -1.5694 0.3905 1.1034 0.1124 -0.0081 -0.1259
H -1.3799 -0.8788 -1.5593 0.0875 0.0386 0.1342
H 1.5450 0.8847 -0.8637 -0.0154 -0.1192 0.1015
H 2.5383 -0.2891 0.0868 -0.1468 0.0169 -0.0293
H 0.8875 -2.0485 -0.9821 -0.0440 0.1356 0.0776
```
Positions in Å, forces in eV/Å.

HOMO-LUMO gap: 8.9 eV
ΔE to the lowest compared entry with this formula, charge and spin: 484.5 kJ/mol
LUMO: 0.4 eV
electronic energy: -8831.181 eV